[1]
Molecular formula: C17H47Li2O10
Method: DFT, ωB97M-V with the def2-TZVPD basis set

```
76
Properties=species:S:1:pos:R:3:mulliken_charge:R:1
Li 14.497 1.497 -14.582 0.9047
Li 13.340 3.495 -16.214 0.8392
C 14.738 1.248 -19.088 -0.7396
C 15.229 1.186 -17.550 0.0633
O 14.189 1.496 -16.622 -1.0036
H 15.672 1.280 -19.649 0.2656
H 14.108 2.097 -19.352 0.0720
H 14.052 0.463 -19.406 0.3620
H 15.964 1.991 -17.529 -0.0454
H 15.632 0.211 -17.279 0.1743
C 16.068 6.869 -15.843 -1.3723
C 16.345 5.598 -16.621 0.7926
C 17.030 4.590 -15.788 -1.2752
O 15.158 5.056 -17.179 -0.4345
H 15.491 7.573 -16.442 0.3382
H 16.964 7.357 -15.459 0.4006
H 15.477 6.665 -14.950 0.3263
H 17.109 5.760 -17.382 0.1932
H 17.847 5.069 -15.248 0.4267
H 17.347 3.690 -16.316 0.2406
H 16.411 4.209 -14.976 0.1918
H 15.230 4.832 -18.110 0.0614
C 18.314 0.870 -22.263 -1.0903
C 19.340 0.379 -21.333 0.5547
C 19.258 -1.131 -21.307 -1.1666
O 20.660 0.619 -21.709 -0.5454
H 17.292 0.609 -21.986 0.1162
H 18.663 0.524 -23.235 0.4461
H 18.315 1.960 -22.306 0.2421
H 19.197 0.646 -20.286 0.2825
H 19.913 -1.593 -20.569 0.3462
H 19.262 -1.603 -22.289 0.3733
H 18.292 -1.424 -20.898 0.1308
H 21.151 1.064 -21.014 0.3454
C 16.159 6.154 -21.144 -1.1992
C 15.398 5.123 -21.986 0.1675
C 14.858 3.948 -21.128 0.3090
O 14.279 5.769 -22.625 -0.5884
H 15.498 6.704 -20.474 0.3700
H 16.774 6.738 -21.829 0.3672
H 16.666 5.572 -20.374 0.2450
H 16.033 4.780 -22.803 0.3932
H 14.903 3.964 -20.039 -0.6095
H 15.377 3.080 -21.534 0.2054
H 13.795 3.720 -21.212 0.1112
H 13.920 6.396 -21.992 0.3521
C 13.747 -2.971 -16.958 -0.1721
C 15.043 -3.186 -16.300 -0.3751
O 15.708 -4.212 -16.907 -0.4853
O 12.932 -2.042 -16.240 -0.4910
H 13.229 -3.930 -16.963 0.3238
H 13.878 -2.658 -17.994 0.0427
H 15.033 -3.259 -15.213 0.4656
H 15.490 -2.193 -16.318 0.1457
H 16.371 -4.516 -16.284 0.2920
H 12.897 -2.470 -15.381 0.3180
C 11.726 1.362 -21.401 0.9678
C 10.717 1.478 -22.634 -0.6326
O 9.735 2.490 -22.378 -0.5196
O 10.983 0.816 -20.272 -0.5400
H 12.143 2.356 -21.242 -0.2747
H 12.580 0.709 -21.581 -0.2381
H 10.123 0.576 -22.783 0.3075
H 11.190 1.682 -23.594 0.3480
H 10.160 3.346 -22.288 0.3006
H 10.115 1.191 -20.107 0.3222
C 14.750 -2.970 -22.816 -0.3998
C 15.130 -1.982 -21.706 -0.0513
O 14.706 -2.635 -20.467 -0.3974
O 15.781 -3.853 -22.695 -0.4876
H 15.029 -2.644 -23.817 0.2948
H 13.712 -3.301 -22.845 0.2738
H 14.459 -1.137 -21.862 0.0298
H 16.209 -1.838 -21.649 0.0914
H 15.228 -3.414 -20.261 0.3284
H 15.983 -4.251 -21.845 0.2724
```

- LUMO level (eV) = -4.6896
- highest occupied orbital energy (eV) = -11.487
- F_max (eV/Å) = 4.42
- charge = +1
- calculated total energy (eV) = -39265.890
- frontier orbital gap (eV) = 6.798

=====

[2]
Molecular formula: C16H22O10
Method: DFT, ωB97M-V with the def2-TZVPD basis set

```
48
Properties=species:S:1:pos:R:3:mulliken_charge:R:1
O 3.896 2.683 -1.111 -0.5840
C 3.519 2.312 -0.025 0.1244
O 3.913 2.932 1.104 -0.4863
C 2.593 1.197 0.208 0.0034
C 2.231 0.870 1.454 -0.5563
O 1.303 -0.056 1.780 -0.4260
C 0.437 -0.402 0.714 -0.7488
O -0.432 0.669 0.437 -0.1053
C -1.483 0.819 1.364 -0.2378
O -2.332 -0.287 1.420 -0.4906
C -3.196 -0.503 0.303 0.0237
C -3.101 -1.975 -0.114 -1.1086
O -1.815 -2.245 -0.633 -0.3899
C -2.908 0.407 -0.894 0.4736
O -3.983 0.238 -1.790 -0.6135
C -2.742 1.893 -0.501 -0.4961
O -1.864 2.529 -1.394 -0.6747
C -2.272 2.069 0.962 -0.2310
O -3.323 2.287 1.860 -0.6188
C 1.203 -0.726 -0.561 0.9766
C 2.174 -1.880 -0.416 0.0315
C 1.832 -3.108 0.372 -0.8956
O 2.184 -2.990 1.736 -0.5756
C 3.310 -1.614 -1.047 -0.8767
C 3.297 -0.264 -1.692 -0.9760
C 2.105 0.442 -1.004 0.1229
H 4.511 3.661 0.873 0.3605
H 2.653 1.343 2.329 0.5765
H -0.148 -1.260 1.067 0.5410
H -1.084 0.908 2.385 0.5208
H -4.233 -0.322 0.624 0.3881
H -3.295 -2.595 0.771 0.4038
H -3.874 -2.155 -0.869 0.5342
H -1.805 -3.151 -0.958 0.3004
H -1.971 0.070 -1.361 -0.0202
H -3.850 0.847 -2.525 0.3875
H -3.708 2.400 -0.612 0.5958
H -0.977 2.182 -1.232 0.4100
H -1.632 2.956 1.011 0.4482
H -3.724 1.438 2.084 0.4278
H 0.458 -0.970 -1.325 0.5324
H 2.398 -3.966 0.002 0.4311
H 0.756 -3.321 0.272 0.1493
H 1.874 -2.139 2.071 0.4317
H 4.154 -2.275 -1.125 0.5072
H 3.114 -0.360 -2.765 0.3573
H 4.231 0.279 -1.563 0.4557
H 1.606 1.132 -1.686 0.5966
```

- LUMO level (eV) = 0.4205
- SMILES = O=C(O)C1=CO[C@@H](O[C@@H]2O[C@H](CO)[C@@H](O)[C@H](O)[C@H]2O)[C@@H]2C(CO)=CC[C@H]12
- highest occupied orbital energy (eV) = -9.309
- F_max (eV/Å) = 0.92
- calculated total energy (eV) = -37423.009
- frontier orbital gap (eV) = 9.729
- ΔE to the lowest compared entry with this formula, charge and spin (kcal/mol) = 0.0